[1]
A 2-piece molecular cluster, C2H6NO2 overall, computed with ωB97M-V with the def2-TZVPD basis set.

Structure (ORCA input):
```
! wB97M-V def2-TZVPD RIJCOSX def2/J DEFGRID3
* xyz 1 1
C -1.455 0.513 -2.201
N -0.244 0.262 -1.867
H -2.250 -0.154 -1.845
H -1.820 1.460 -2.602
H -0.051 0.049 -0.809
H 0.436 0.764 -2.436
O -0.097 -0.629 0.523
C 0.639 -0.687 1.476
O 1.049 0.460 2.015
H 0.932 -1.589 2.000
H 1.567 0.282 2.815
*
```

Calculated values
LUMO ... -5.56 eV
Energy relative to the best compared isomer or geometry (same formula, charge and spin) ... 38.6 kcal per mole
Kohn-Sham gap ... 10.464 eV
HOMO energy ... -16.022 eV

Results of the Mulliken charge analysis, in e, for atoms 1 through 2:
1 C -0.140
2 N -0.184

[2]
The molecule C6H13NO, computed with ωB97M-V with the def2-TZVPD basis set.

Structure (ORCA input):
```
! wB97M-V def2-TZVPD RIJCOSX def2/J DEFGRID3
* xyz 0 1
O -3.003 1.368 -0.017
C -1.785 1.415 -0.137
N -0.994 1.008 0.869
C 0.462 0.775 0.708
C 0.891 -0.255 -0.360
C 0.297 -1.659 -0.001
C 1.281 -2.361 0.876
C -1.236 1.939 -1.466
H -1.326 0.900 1.808
H 0.941 0.438 1.616
H 0.957 1.741 0.658
H 1.995 -0.316 -0.395
H 0.691 -0.106 -1.427
H -0.054 -2.219 -0.867
H -0.662 -1.210 0.427
H 2.085 -2.794 0.317
H 0.989 -3.335 1.297
H 1.758 -1.694 1.601
H -0.352 1.461 -1.872
H -0.989 2.989 -1.353
H -1.945 1.915 -2.282
*
```

Calculated values
LUMO ... 0.91 eV
Energy relative to the best compared isomer or geometry (same formula, charge and spin) ... 31.4 kcal per mole
Kohn-Sham gap ... 10.395 eV
HOMO energy ... -9.485 eV

Results of the Mulliken charge analysis, in e, for atoms 1 through 2:
1 O -0.649
2 C 0.623